19
Properties=species:S:1:pos:R:3:mulliken_charge:R:1 method="wB97M-V/def2-TZVPD" homo_ev=-8.459 spin_multiplicity=1 orbital_gap_ev=8.59
C 1.654 -0.097 0.479 -0.228
C 1.222 0.276 -0.769 -0.160
C -2.137 1.244 1.436 -0.854
C 1.326 -0.621 -1.975 -1.010
N -1.020 0.561 0.808 -0.034
N -1.256 -0.902 0.563 -0.596
C -1.127 -0.024 -0.527 0.690
O 1.658 -1.404 0.818 -0.493
O -1.850 0.148 -1.483 -0.535
H 1.823 -1.519 1.762 0.344
H -0.461 -1.512 0.751 0.355
H 2.034 0.593 1.220 0.375
H 1.412 1.321 -0.983 0.328
H -1.722 2.028 2.071 0.270
H -2.784 1.710 0.692 0.301
H -2.771 0.578 2.027 0.305
H 1.122 -1.656 -1.705 0.301
H 2.276 -0.497 -2.495 0.328
H 0.601 -0.227 -2.691 0.312

19
Properties=species:S:1:pos:R:3:mulliken_charge:R:1 method="wB97M-V/def2-TZVPD" homo_ev=-8.717 spin_multiplicity=1 orbital_gap_ev=8.24
C 1.436 1.622 0.627 -0.484
N 1.967 0.626 1.316 -0.390
C -0.304 0.941 -0.184 -0.614
C -1.233 1.729 -0.281 -0.335
H 1.608 0.480 2.251 0.274
H 2.030 -0.251 0.697 0.379
H 1.833 1.775 -0.368 0.345
H 1.059 2.487 1.154 0.415
H -2.018 2.444 -0.371 0.431
C -0.676 -1.059 -1.720 -1.460
N -0.458 -1.297 0.812 -0.321
C 0.101 -0.732 -0.440 1.398
O -1.896 -1.377 0.808 -0.434
O 1.368 -0.984 -0.499 -0.896
H -2.150 -0.689 1.433 0.325
H -0.143 -2.264 0.843 0.279
H -0.535 -2.123 -1.922 0.371
H -1.736 -0.841 -1.614 0.366
H -0.253 -0.487 -2.544 0.350

19
Properties=species:S:1:pos:R:3:mulliken_charge:R:1 method="wB97M-V/def2-TZVPD" homo_ev=-8.554 spin_multiplicity=1 orbital_gap_ev=9.28
C -0.177 -1.504 0.055 0.157
C -0.793 -0.731 -1.074 -0.510
C -1.124 1.042 0.479 -0.624
C 0.130 1.997 0.396 -0.491
C 1.093 -0.877 0.670 -0.119
H 0.716 -2.880 -1.198 0.325
H -0.923 -1.812 0.862 0.260
H -0.134 -0.379 -1.858 0.367
H -1.562 -1.354 -1.530 0.301
H -1.877 1.640 0.949 0.407
H -1.005 0.221 1.154 0.318
H -0.073 2.801 -0.307 0.345
H 0.426 2.357 1.390 0.359
H 2.074 1.886 -0.396 0.276
H 1.569 -1.564 1.325 0.421
N 1.295 1.224 -0.230 -0.182
N 1.792 0.226 0.564 -0.638
O 0.076 -2.840 -0.499 -0.564
O -1.501 0.546 -0.752 -0.408

19
Properties=species:S:1:pos:R:3:mulliken_charge:R:1 method="wB97M-V/def2-TZVPD" homo_ev=-8.910 spin_multiplicity=1 orbital_gap_ev=8.27
C -2.190 -0.113 -0.146 -0.878
C -0.773 0.734 -0.275 0.339
C 0.149 -0.307 0.268 0.416
C 2.573 -0.613 0.184 -0.445
C 2.350 0.837 -0.490 -0.373
H -1.911 -1.164 -1.713 0.306
H -0.949 -1.869 -0.354 0.348
H -2.126 -0.072 0.963 0.509
H -3.214 0.358 -0.536 0.169
H -0.426 0.984 -1.263 0.339
H -2.315 2.124 1.148 0.342
H 3.326 -1.465 0.024 0.214
H 2.493 -0.579 1.286 0.215
H 2.448 1.739 0.237 0.202
H 2.722 1.117 -1.370 0.295
N -1.874 -1.444 -0.668 -0.673
N 1.371 -0.247 -0.527 -0.066
O -1.013 2.044 0.377 -0.661
O -0.135 -1.113 1.210 -0.597

19
Properties=species:S:1:pos:R:3:mulliken_charge:R:1 method="wB97M-V/def2-TZVPD" smiles=C[C@]1(N)O[C@@]2(O)C[C@@]12N homo_ev=-8.249 spin_multiplicity=1 orbital_gap_ev=9.11
C 1.446 0.260 -1.249 -1.176
C -1.622 -0.325 1.215 -1.600
C 1.417 -0.042 0.203 0.611
C 0.189 0.503 -0.456 0.142
C -0.581 -0.638 0.156 1.249
N -0.284 1.897 -0.295 -0.579
N -1.093 -1.571 -0.844 -0.656
O 2.129 0.790 1.107 -0.499
O 0.650 -1.133 0.727 -0.503
H 2.602 0.237 1.747 0.340
H 0.377 2.552 -0.707 0.291
H -1.171 2.024 -0.778 0.238
H -1.543 -2.373 -0.406 0.280
H -0.332 -1.978 -1.384 0.253
H 2.043 1.104 -1.571 0.313
H 1.468 -0.574 -1.940 0.183
H -2.508 0.142 0.768 0.310
H -1.952 -1.235 1.729 0.433
H -1.234 0.360 1.977 0.370

20
Properties=species:S:1:pos:R:3:mulliken_charge:R:1 method="wB97M-V/def2-TZVPD" smiles="C[C@H](NC(=O)CN)C(=O)O" homo_ev=-9.936 spin_multiplicity=1 orbital_gap_ev=10.42
C 0.573 -0.954 -2.250 -0.367
C 0.602 0.113 -1.118 0.584
C -0.252 0.748 1.119 0.142
C 1.035 0.867 1.969 0.564
C -1.470 0.495 1.998 -1.467
H -1.449 -1.375 -2.179 0.208
H -0.581 -2.546 -2.865 0.265
H 0.710 -0.370 -3.201 0.305
H 1.561 -1.468 -2.188 0.300
H -0.676 -1.043 -0.061 0.366
H -0.404 1.713 0.637 0.328
H -1.212 -0.286 2.720 0.335
H -1.755 1.403 2.544 0.377
H -2.362 0.237 1.403 0.420
H 1.864 1.600 0.350 0.416
N -0.576 -1.881 -2.073 -0.659
N -0.050 -0.226 0.011 -0.222
O 1.260 1.165 -1.228 -0.792
O 1.127 0.452 3.127 -0.600
O 2.056 1.357 1.286 -0.501

20
Properties=species:S:1:pos:R:3:mulliken_charge:R:1 method="wB97M-V/def2-TZVPD" smiles="C[C@H](NC(=O)CN)C(=O)O" homo_ev=-9.757 spin_multiplicity=1 orbital_gap_ev=10.34
C 0.095 1.926 1.418 -0.656
C -0.521 1.024 0.346 0.652
C -0.128 -1.012 -0.918 0.000
C -1.132 -2.007 -0.291 0.568
C 1.123 -1.880 -1.272 -1.357
H 1.730 2.943 0.581 0.254
H 0.311 3.639 0.236 0.259
H -0.733 2.252 2.040 0.317
H 0.707 1.322 2.109 0.314
H 0.824 -0.482 0.873 0.322
H -0.591 -0.462 -1.757 0.382
H 0.891 -2.808 -1.745 0.378
H 1.866 -1.384 -1.911 0.354
H 1.598 -2.038 -0.326 0.311
H -2.419 -0.637 -0.180 0.412
N 0.799 3.107 0.988 -0.580
N 0.295 -0.057 0.124 -0.195
O -1.572 1.226 -0.261 -0.692
O -0.746 -3.061 0.141 -0.543
O -2.397 -1.611 -0.194 -0.502

19
Properties=species:S:1:pos:R:3:mulliken_charge:R:1 method="wB97M-V/def2-TZVPD" smiles=CC(P)(P)c1cc[nH]n1 homo_ev=-8.513 spin_multiplicity=1 orbital_gap_ev=9.43
C 1.245 -1.332 -0.218 -0.528
C 2.476 -0.868 -0.500 -0.563
C 0.526 -0.101 -0.116 0.136
C -1.254 0.709 1.474 -1.469
C -0.916 0.028 -0.009 0.711
N 1.265 0.942 -0.386 -0.677
N 2.435 0.434 -0.716 0.202
P -1.834 -1.596 -0.416 0.018
P -1.675 1.250 -1.215 -0.092
H 1.069 -2.300 0.136 0.347
H 3.487 -1.393 -0.336 0.309
H -2.237 1.133 1.407 0.461
H -0.478 1.355 1.791 0.445
H -1.290 -0.152 2.129 0.396
H 3.078 1.083 -1.060 0.163
H -2.922 -1.048 0.370 0.053
H -1.024 -2.063 0.656 0.012
H -0.639 1.346 -2.162 0.028
H -1.313 2.574 -0.828 0.049

18
Properties=species:S:1:pos:R:3:mulliken_charge:R:1 method="wB97M-V/def2-TZVPD" homo_ev="-6.907 / -7.684" spin_multiplicity=1 orbital_gap_ev="7.14 / 7.82"
C -2.455 0.455 0.106 0.283
C 1.730 0.000 -0.435 -0.680
C 0.480 -0.176 -1.097 -0.514
C 0.381 0.385 0.298 0.017
C -0.347 -1.504 1.555 -0.687
N -2.824 1.630 0.531 -0.383
N -0.194 -0.141 1.365 -0.412
S -2.397 -0.745 -0.945 -0.339
H 2.275 -0.916 -0.137 0.243
H 2.314 0.745 -0.934 0.252
H -0.011 0.542 -1.668 0.352
H 0.082 -1.203 -1.433 0.266
H 0.166 1.540 0.234 0.341
H -0.972 -1.908 0.719 0.201
H 0.579 -2.019 1.624 0.348
H -0.952 -1.648 2.538 0.201
H -2.771 1.718 1.520 0.276
H -3.457 2.338 0.046 0.235

19
Properties=species:S:1:pos:R:3:mulliken_charge:R:1 method="wB97M-V/def2-TZVPD" homo_ev="-7.261 / -7.264" spin_multiplicity=1 orbital_gap_ev="7.39 / 7.40"
C 0.846 1.065 -2.840 -0.611
C 0.441 0.312 -1.853 0.035
C 1.587 -1.702 0.042 -1.162
C -2.487 0.278 1.602 -0.603
C 2.163 -0.468 -0.298 0.038
N -2.317 -0.287 0.330 -0.554
N -1.213 0.049 -0.221 0.287
S 2.366 0.783 0.868 -0.115
S -0.966 -0.610 -1.608 -0.007
H 0.201 1.371 -3.682 0.263
H 1.828 1.492 -2.765 0.249
H 0.839 -1.612 0.731 0.383
H 2.365 -2.418 0.455 0.325
H 1.101 -2.096 -0.932 0.211
H -3.492 0.676 1.676 0.281
H -1.562 0.870 1.985 0.264
H -2.580 -0.561 2.280 0.251
H 2.897 -0.574 -1.151 0.371
H 1.510 0.382 1.752 0.093

18
Properties=species:S:1:pos:R:3:mulliken_charge:R:1 method="wB97M-V/def2-TZVPD" homo_ev=-14.571 spin_multiplicity=1 total_charge=+1 orbital_gap_ev=9.97
C 0.417 0.919 0.355 0.533
C -0.932 1.236 -0.164 -0.657
C -1.619 -0.101 -0.363 -0.538
C 1.266 1.959 1.130 -1.082
C 0.706 -2.943 -0.801 -0.695
N 0.872 -0.191 0.170 -0.253
N -0.493 -2.213 -0.833 -0.579
N -0.549 -1.090 -0.457 0.764
H -1.267 1.978 0.489 0.449
H -0.883 1.670 -1.139 0.295
H -2.273 -0.323 0.463 0.324
H -2.047 -0.185 -1.369 0.363
H 2.193 1.484 1.634 0.322
H 0.659 2.193 1.924 0.387
H 1.490 2.751 0.470 0.323
H 0.552 -3.866 -0.273 0.311
H 1.511 -2.464 -0.351 0.404
H 0.986 -3.178 -1.753 0.330

18
Properties=species:S:1:pos:R:3:mulliken_charge:R:1 method="wB97M-V/def2-TZVPD" homo_ev=-13.768 spin_multiplicity=1 total_charge=+1 orbital_gap_ev=10.32
C -0.002 1.104 0.102 0.332
C -2.135 0.165 0.145 -0.477
C -1.251 -1.077 -0.088 -0.539
C 1.255 -1.077 -0.073 -0.533
C 2.132 0.173 0.143 -0.479
N -1.251 1.337 -0.026 -0.122
N 0.000 -0.811 0.558 -0.353
N 1.244 1.339 -0.035 -0.123
H -2.948 0.214 -0.581 0.378
H -2.549 0.170 1.156 0.301
H -1.717 -1.948 0.382 0.401
H -1.141 -1.270 -1.166 0.323
H 1.157 -1.290 -1.150 0.321
H 1.724 -1.937 0.415 0.396
H 2.549 0.192 1.153 0.299
H 2.943 0.222 -0.585 0.379
H -1.684 2.246 -0.158 0.246
H 1.673 2.248 -0.191 0.249

Computed values of relative energy (zero: lowest compared OMol25 entry of this formula, charge and spin) (unit: kcal per mole) for the preceding records, in sequence: 132.96, 164.42, 96.72, 193.23, 84.14, 10.62, 19.53, 0.00, 139.29, 146.47, 105.23, 62.71.